(1)
This record from the Open Molecules 2025 dataset describes 2 unconnected molecules or ions with the total composition C5H11N2O. The level of theory is wB97M-V/def2-TZVPD.

```
! wB97M-V def2-TZVPD RIJCOSX def2/J DEFGRID3
* xyz 1 1
C -0.72791 -1.16813 -0.97274
C -0.35425 0.11378 -0.17761
C -2.40330 0.01500 0.42270
C 2.01374 0.99577 0.58140
C 0.96720 -0.07796 0.48688
N -3.09098 1.01617 -0.07679
N 1.21668 -1.27826 0.91616
O -2.48658 -0.92340 1.11541
H 0.11148 -1.32055 -1.60515
H -0.77473 -1.98674 -0.26997
H -0.13702 1.00895 -0.69746
H 2.77220 0.67076 1.33006
H 2.48527 1.28447 -0.30848
H 1.64206 1.91802 1.18693
H -2.53183 1.64381 -0.69083
H -3.91113 1.15812 0.49572
H -1.67053 -1.05324 -1.47448
H 2.09047 -1.42948 1.52388
H 0.50504 -1.87616 0.74696
*
```

Calculated values
- Kohn-Sham gap (alpha / beta): 8.68 / 8.68 eV
- F_max: 5.89 eV/A
- E: -381.5354 a.u.
- Relative energy (zero: lowest compared OMol25 entry of this formula, charge and spin): 337.6 kJ/mol

=====

(2)
This record from the Open Molecules 2025 dataset describes a single C17H24N4O3 molecule. The level of theory is wB97M-V/def2-TZVPD.

```
! wB97M-V def2-TZVPD RIJCOSX def2/J DEFGRID3
* xyz 0 1
N 1.08475 -0.19056 2.74871
N -0.26278 -0.05874 2.53172
O 0.76971 0.58021 0.70549
O 5.96048 3.75503 0.13133
O 3.27929 1.61676 -3.00032
C 1.66925 0.26433 1.74194
C -0.43560 0.23021 1.30670
C 4.75392 2.53839 -1.37616
C 4.57812 2.03762 0.95834
C 3.38988 0.78507 -0.64963
C 5.09938 2.78791 -0.04520
C 3.78716 1.57476 -1.69671
C 3.71457 1.01428 0.61283
N 3.06760 0.43212 1.64752
N -3.73594 -1.71580 0.37344
C 6.67816 3.90708 1.41316
C 3.34707 0.30035 -3.69911
C -1.92805 -0.04970 0.86991
C -2.29942 -1.56898 0.68820
C -4.32956 -2.98755 0.80752
C -4.27366 -1.07550 -0.84142
C -5.84576 -3.04083 0.58530
C -5.76315 -1.22815 -0.82211
C -6.33517 -2.57083 -0.73617
H 5.23446 3.05737 -2.20764
H 5.07271 2.27857 1.96020
H 2.58270 0.13089 -0.83042
H 3.48180 0.38527 2.55850
H 7.23320 3.04973 1.71174
H 7.35582 4.77378 1.34777
H 6.05297 4.17482 2.25412
H 2.22953 0.00725 -3.61267
H 3.51663 0.43020 -4.73965
H 4.02184 -0.37397 -3.22053
H -2.75828 0.38324 1.55383
H -2.05551 0.36954 -0.08332
H -1.70689 -1.97796 -0.17654
H -1.96558 -2.09795 1.61473
H -4.22333 -3.14126 1.91825
H -3.95123 -3.79358 0.24944
H -4.00083 0.00492 -0.75394
H -3.77966 -1.34580 -1.79224
H -6.29154 -4.08213 0.71771
H -6.32296 -2.45670 1.41740
H -6.08412 -0.73149 -1.68368
H -6.23393 -0.64733 -0.06133
H -7.45631 -2.54011 -0.89206
H -5.92172 -3.19479 -1.50492
*
```

Calculated values
- Structure (SMILES): COc1cc(Nc2nnc(CCN3CCCCC3)o2)cc(OC)c1
- Kohn-Sham gap: 8.72 eV
- F_max: 4.44 eV/A
- E: -1106.7617 a.u.
- Relative energy (zero: lowest compared OMol25 entry of this formula, charge and spin): 644.3 kJ/mol

=====

(3)
This record from the Open Molecules 2025 dataset describes a molecular structure, C23H29FeN2O2S2. The level of theory is wB97M-V/def2-TZVPD.

```
! wB97M-V def2-TZVPD RIJCOSX def2/J DEFGRID3
* xyz 0 2
Fe -0.47843 -0.89976 0.59175
C -1.81112 -0.71349 3.23048
N -0.42858 -0.51392 2.79071
C 0.46689 -1.39066 3.55473
C 0.02010 0.87047 2.98425
C 1.04439 1.15741 1.93239
C 2.03672 2.11007 2.14499
C 2.94610 2.40462 1.14441
C 2.85596 1.73793 -0.06950
C 1.86413 0.78925 -0.27331
C 0.91862 0.46694 0.71222
H -1.93283 -0.46260 4.29306
H -2.07495 -1.76042 3.08645
H -2.47832 -0.09353 2.63311
H 0.36623 -1.18078 4.62654
H 1.49553 -1.20454 3.24453
H 0.22873 -2.43298 3.35632
H 0.44353 0.99579 3.98996
H -0.82989 1.55594 2.92143
H 2.10540 2.61402 3.10381
H 3.72047 3.14358 1.30976
H 3.56189 1.96049 -0.86141
H 1.81385 0.30255 -1.24151
O -0.92830 -2.76443 1.29065
N -0.35012 -3.84182 0.78946
C -0.87528 -5.04674 1.10806
C -0.29356 -6.20504 0.68126
C 0.85376 -6.11792 -0.12241
C 1.35644 -4.88985 -0.45043
C 0.75973 -3.69976 0.02109
S 1.31877 -2.13067 -0.29303
H -1.76802 -4.98846 1.71109
H -0.72215 -7.15233 0.97054
H 1.33492 -7.01599 -0.48544
H 2.23012 -4.78459 -1.07737
C 0.93221 2.84887 -5.33085
C 0.32464 2.76354 -3.95852
C -0.75814 1.92607 -3.70475
C -1.28360 1.80283 -2.42918
C -0.72060 2.53615 -1.39869
C 0.35573 3.37972 -1.62318
C 0.86797 3.49376 -2.90368
S -1.31610 2.35256 0.26493
C -2.85209 3.24725 0.08799
O -1.80305 0.92993 0.44450
H 0.30195 2.36294 -6.07405
H 1.90697 2.35798 -5.34796
H 1.08310 3.88574 -5.63258
H -1.18514 1.34745 -4.51460
H -2.09534 1.11725 -2.22571
H 0.80279 3.92275 -0.79961
H 1.71704 4.14233 -3.08303
H -3.41810 2.82127 -0.73856
H -2.62422 4.29640 -0.09706
H -3.39892 3.13912 1.02270
C -1.29475 -1.32278 -1.12512
H -2.30189 -0.90799 -1.03914
H -1.29907 -2.40517 -1.22481
H -0.71208 -0.85677 -1.91766
*
```

Calculated values
- Expectation value of S²: 0.831
- Kohn-Sham gap (alpha / beta): 7.57 / 7.37 eV
- F_max: 1.07 eV/A
- E: -3213.7641 a.u.
- Relative energy (zero: lowest compared OMol25 entry of this formula, charge and spin): 0.0 kJ/mol